{"formula": "C4H7N3O3", "method": "ωB97M-V with the def2-TZVPD basis set", "species": ["C", "C", "C", "C", "N", "N", "N", "O", "O", "O", "H", "H", "H", "H", "H", "H", "H"], "coordinates": [[-0.87623, 0.08916, 0.20878], [2.48639, -0.53489, -0.42343], [1.12791, 1.22462, 0.21436], [-2.90468, -0.91096, 0.18328], [1.82505, 2.22912, -0.07868], [-0.23337, 1.21292, 0.14928], [2.75738, -1.82896, -0.44641], [1.57313, -0.03488, 0.51415], [-0.97278, 2.42335, -0.08402], [-2.19768, 0.24325, -0.11186], [-3.93649, -0.72211, 0.04688], [-2.80021, -1.14741, 1.21598], [-2.61676, -1.79809, -0.47134], [2.80308, 2.04622, -0.18547], [2.35144, -2.38153, 0.29364], [3.53199, -2.07535, -0.91551], [-1.91818, 1.96556, -0.10964]], "forces_ev_per_angstrom": [[-1.2, -1.8, -0.3], [0.4, 2.1, -1.1], [3.0, 1.2, -0.9], [-0.3, -2.3, -0.8], [-1.6, 0.0, 0.2], [-3.0, 1.2, -0.1], [-4.6, 2.5, 4.0], [1.4, -2.6, -0.7], [-1.1, -1.8, 0.0], [2.0, 1.4, 0.2], [-1.1, 0.4, -0.5], [0.4, -0.5, 0.8], [-0.1, 1.2, 0.9], [0.5, -0.5, 0.3], [0.2, -0.9, 0.0], [2.9, -1.2, -2.0], [2.2, 1.6, 0.0]], "nbo_charge": [0.291, 0.278, 0.685, -0.237, -0.646, -0.204, -0.776, -0.529, -0.519, -0.561, 0.187, 0.187, 0.190, 0.376, 0.380, 0.404, 0.494], "energy_ha": -546.38538, "e_homo_ev": -8.58, "homo_lumo_gap_ev": 9.402}